Entry 1:
Entry from the Open Molecules 2025 dataset: a structure of composition CF4InO3P (wB97M-V/def2-TZVPD).

```
10
Properties=species:S:1:pos:R:3:forces:R:3
C 1.0497 1.5523 1.1966 0.644 3.214 3.531
O 0.6865 0.1677 -0.5266 -1.736 1.277 3.573
O -0.0637 1.2764 1.6270 1.125 -0.574 -1.649
O 2.0151 2.1908 1.3457 -1.314 -1.973 -1.591
In 1.2661 -0.9837 -1.9779 3.712 -1.707 -2.959
P -0.7041 -0.5664 -0.2045 -4.217 -1.918 0.797
F -0.6800 -1.1463 -1.9038 -2.197 -0.347 -0.229
F -0.1779 -2.0938 0.0498 0.340 1.704 -0.718
F -1.5413 -0.7809 1.1320 1.751 1.070 -1.231
F -1.8503 0.3838 -0.7383 1.892 -0.747 0.477
```
Forces are in eV/Å.

**Spin multiplicity**: 1
**Total charge**: +2
**Molar mass**: 281.79 g/mol
**Energy**: -32489.3020 eV

Listed below, in e, are the Löwdin charges computed for each atom: number 1, C, carries -0.204; number 2, O, carries -0.345; number 3, O, carries 0.357; number 4, O, carries 0.434; number 5, In, carries 1.525; number 6, P, carries 0.570; number 7, F, carries -0.213; number 8, F, carries -0.100; number 9, F, carries -0.014; number 10, F, carries -0.010



Entry 2:
Entry from the Open Molecules 2025 dataset: a cluster of 2 separate species, C9H17BrN2O4 in total (wB97M-V/def2-TZVPD).

```
33
Properties=species:S:1:pos:R:3:forces:R:3
C 0.3941 -1.7632 0.1262 -0.216 0.207 -0.205
C -0.1073 -0.2339 -0.2889 0.984 -0.043 0.868
C 1.2295 0.6568 -0.6680 -0.906 -0.350 -0.323
C -0.8116 0.3976 1.0499 0.478 1.075 -0.226
C -2.4434 0.5389 0.9784 0.016 -0.529 1.573
C -3.2105 -0.6538 0.1556 -1.939 1.774 -1.183
O -3.8232 -1.7802 0.8800 -0.888 -1.484 -3.243
C -4.5855 -2.4572 -0.2213 -0.759 -4.464 -0.538
O -4.8335 -3.7854 -0.3544 1.768 10.008 1.078
O -4.9872 -1.3999 -1.2076 1.417 -1.329 2.800
C -4.6093 -0.0964 -0.5679 0.841 -1.404 -0.536
Br -6.2239 0.1748 0.6460 1.483 0.535 -0.640
H 1.2264 -2.0471 -0.6498 -1.674 0.124 1.591
H 0.8468 -1.7931 1.2304 -0.836 0.336 -2.558
H -0.5012 -2.5473 0.1467 1.923 1.653 -0.303
H -0.7953 -0.2183 -1.2499 1.172 -0.219 2.136
H 1.6153 0.2466 -1.7189 -0.506 0.861 2.323
H 2.0531 0.5622 0.1767 -2.015 0.309 -2.189
H 0.9092 1.7933 -0.8427 0.693 -2.371 0.475
H -0.4225 -0.1705 2.0247 -1.145 1.074 -2.252
H -0.3818 1.5058 1.1596 -1.040 -2.324 -0.142
H -2.7331 1.6319 0.5967 0.471 -2.704 0.373
H -2.8318 0.5089 2.1071 0.608 -0.005 -2.521
H -2.6896 -1.1834 -0.7487 -0.234 1.675 1.725
H -4.4928 0.8128 -1.3326 -0.457 -2.424 1.606
N 4.8129 2.0151 -1.0427 -0.537 0.783 -1.101
C 4.8512 1.2032 0.0291 -0.392 -0.226 0.249
N 6.0847 0.9800 0.5172 1.060 -0.512 0.830
O 3.8481 0.7091 0.5192 0.617 -0.034 0.368
H 5.6280 2.4315 -1.4604 -0.163 -0.093 0.093
H 3.9035 2.2091 -1.4412 0.350 -0.059 0.120
H 6.1581 0.3742 1.3241 0.001 0.243 -0.320
H 6.9226 1.3778 0.1275 -0.173 -0.080 0.070
```
Forces are in eV/Å.

**Spin multiplicity**: 1
**Total charge**: 0
**Molar mass**: 297.15 g/mol
**Energy**: -90816.7311 eV
**SMILES string**: CC(C)CC[C@H]1OC(=O)O[C@H]1Br.NC(N)=O

Listed below, in e, are the natural (NBO) charges computed for each atom: number 1, C, carries -0.639; number 2, C, carries -0.224; number 3, C, carries -0.662; number 4, C, carries -0.417; number 5, C, carries -0.450; number 6, C, carries 0.056; number 7, O, carries -0.516; number 8, C, carries 0.962; number 9, O, carries -0.542; number 10, O, carries -0.531; number 11, C, carries 0.032; number 12, Br, carries -0.010; number 13, H, carries 0.219; number 14, H, carries 0.216; number 15, H, carries 0.216; number 16, H, carries 0.197; number 17, H, carries 0.199; number 18, H, carries 0.286; number 19, H, carries 0.193; number 20, H, carries 0.222; number 21, H, carries 0.217; number 22, H, carries 0.235; number 23, H, carries 0.248; number 24, H, carries 0.220; number 25, H, carries 0.252; number 26, N, carries -0.841; number 27, C, carries 0.776; number 28, N, carries -0.838; number 29, O, carries -0.677; number 30, H, carries 0.389; number 31, H, carries 0.412; number 32, H, carries 0.411; number 33, H, carries 0.388



Entry 3:
Entry from the Open Molecules 2025 dataset: a cluster of 2 separate species, C11H22OSi in total (wB97M-V/def2-TZVPD).

```
35
Properties=species:S:1:pos:R:3:forces:R:3
C 1.3241 -0.5334 2.1829 -0.629 3.431 0.930
C 0.9148 -1.0746 0.8798 -0.282 0.400 -1.069
C 1.1398 -2.3578 0.7160 0.517 -2.409 2.844
O 0.7725 -3.1540 -0.2758 -0.547 0.487 -3.024
Si 0.0931 0.1070 -0.4145 -1.285 0.561 0.329
C 0.4670 -0.3902 -2.2593 1.003 1.473 0.117
C 0.5026 1.9504 -0.1098 0.985 0.640 0.181
C -1.8307 -0.0145 -0.0580 0.034 -1.453 -0.356
C -2.2342 -1.5191 -0.4338 2.297 1.815 -0.589
C -2.2213 0.3162 1.4542 3.782 -0.787 -0.225
C -2.5237 0.9882 -0.9854 -1.519 0.004 0.374
H 2.1805 -0.9357 2.6755 0.871 -0.569 -0.156
H 0.5581 -0.4979 3.0151 0.345 -0.007 -1.139
H 1.5507 0.5401 1.8838 0.122 -0.960 1.420
H 1.5514 -3.0338 1.6175 -0.727 1.644 -2.087
H 0.4703 -2.5724 -1.0532 0.545 -1.345 1.486
H 1.5083 -0.8527 -2.1456 -1.646 -0.201 -0.844
H -0.3888 -0.8706 -2.7599 0.771 -0.905 0.414
H 0.6197 0.4652 -2.9999 0.019 -0.559 1.426
H -0.3131 2.6554 -0.2439 -0.772 -0.440 0.087
H 0.8306 2.1173 0.9504 0.004 -0.056 -1.010
H 1.2251 2.4284 -0.8199 -0.035 -0.895 0.779
H -1.4788 -1.9730 -1.1315 -0.856 0.301 0.468
H -2.1544 -2.0332 0.4808 -0.311 -1.170 0.926
H -3.1829 -1.5562 -0.9113 -0.970 -0.200 -0.120
H -2.4855 1.3480 1.4587 -0.335 0.754 0.518
H -1.2414 0.1781 2.1197 -2.072 0.459 -1.244
H -2.9439 -0.2989 1.9543 -0.706 -0.365 -0.258
H -2.0469 1.1357 -1.9809 -0.541 -0.428 0.452
H -3.6824 0.7403 -1.0605 2.303 0.666 -0.111
H -2.3895 1.9333 -0.4457 -0.494 0.193 -0.553
C 3.8958 2.2331 -0.1652 0.269 3.295 -0.643
C 3.8315 1.0744 -0.4120 0.287 2.918 0.613
H 3.9500 3.3537 -0.2333 -0.070 -1.985 0.490
H 3.7317 0.1031 -0.4894 -0.354 -4.308 -0.426
```
Forces are in eV/Å.

**Spin multiplicity**: 1
**Total charge**: 0
**Molar mass**: 198.38 g/mol
**Energy**: -21684.6567 eV
**ΔE to the lowest compared entry with this formula, charge and spin**: 106.3 kcal per mole
**SMILES string**: C/C(=C/O)[Si](C)(C)C(C)(C)C.C#C

Listed below, in e, are the natural (NBO) charges computed for each atom: number 1, C, carries -0.627; number 2, C, carries -0.606; number 3, C, carries 0.216; number 4, O, carries -0.674; number 5, Si, carries 1.686; number 6, C, carries -1.181; number 7, C, carries -1.150; number 8, C, carries -0.456; number 9, C, carries -0.599; number 10, C, carries -0.610; number 11, C, carries -0.622; number 12, H, carries 0.218; number 13, H, carries 0.206; number 14, H, carries 0.212; number 15, H, carries 0.168; number 16, H, carries 0.485; number 17, H, carries 0.247; number 18, H, carries 0.255; number 19, H, carries 0.262; number 20, H, carries 0.242; number 21, H, carries 0.241; number 22, H, carries 0.249; number 23, H, carries 0.177; number 24, H, carries 0.215; number 25, H, carries 0.208; number 26, H, carries 0.205; number 27, H, carries 0.204; number 28, H, carries 0.214; number 29, H, carries 0.208; number 30, H, carries 0.203; number 31, H, carries 0.204; number 32, C, carries -0.230; number 33, C, carries -0.225; number 34, H, carries 0.250; number 35, H, carries 0.208



Entry 4:
Entry from the Open Molecules 2025 dataset: a cluster of 2 separate species, C7H8N2O2 in total (wB97M-V/def2-TZVPD).

```
19
Properties=species:S:1:pos:R:3:forces:R:3
C -2.2520 -0.1837 0.7113 -1.800 0.335 -0.219
C -1.6124 -1.4370 -0.0282 -0.007 2.473 0.023
O -0.1772 -1.5387 0.2312 0.752 0.394 -0.384
C 0.6911 -1.2153 -0.7687 -2.876 -0.373 -0.153
O 0.3089 -0.9638 -1.8843 1.155 0.093 0.424
C 2.0705 -1.3199 -0.3180 -1.392 0.143 -0.522
N 3.1605 -1.4015 -0.0186 1.606 -0.153 0.459
H -2.1005 -0.1867 1.8251 0.442 0.037 -1.151
H -2.2285 0.8858 0.2879 0.942 -1.759 0.429
H -3.3756 -0.3463 0.6565 1.096 -0.202 -0.069
H -1.8382 -1.4352 -1.1233 0.339 -0.088 1.050
H -2.0280 -2.2659 0.4907 -0.220 -0.940 0.042
C 1.1689 1.5680 1.5364 -0.169 -0.059 0.303
C 1.2105 1.5724 0.2351 -0.154 0.264 2.763
C 1.5770 1.8760 -0.9122 0.377 -0.330 -4.906
N 1.8200 1.9583 -2.1172 0.226 0.208 -0.125
H 0.4135 0.8577 1.8786 0.453 0.323 1.103
H 1.8395 2.2281 2.1396 -0.932 -0.822 -0.252
H 1.3521 1.3475 -2.8218 0.163 0.456 1.186
```
Forces are in eV/Å.

**Spin multiplicity**: 1
**Total charge**: 0
**Molar mass**: 152.15 g/mol
**Energy**: -14459.5517 eV
**ΔE to the lowest compared entry with this formula, charge and spin**: 113.2 kcal per mole
**SMILES string**: CCOC(=O)C#N.C=C=C=N

Listed below, in e, are the natural (NBO) charges computed for each atom: number 1, C, carries -0.662; number 2, C, carries -0.083; number 3, O, carries -0.497; number 4, C, carries 0.719; number 5, O, carries -0.543; number 6, C, carries 0.172; number 7, N, carries -0.217; number 8, H, carries 0.222; number 9, H, carries 0.234; number 10, H, carries 0.222; number 11, H, carries 0.222; number 12, H, carries 0.200; number 13, C, carries -0.327; number 14, C, carries -0.237; number 15, C, carries 0.350; number 16, N, carries -0.610; number 17, H, carries 0.216; number 18, H, carries 0.224; number 19, H, carries 0.398



Entry 5:
Entry from the Open Molecules 2025 dataset: an isolated molecule of C5H8O (wB97M-V/def2-TZVPD).

```
14
Properties=species:S:1:pos:R:3:forces:R:3
C -1.4048 0.5764 -0.8739 0.002 0.198 -0.023
C -0.0367 -0.0305 -0.6164 -0.139 0.056 0.036
C 1.0927 0.7151 0.1573 0.903 -0.554 -0.086
C 1.2839 -0.7204 1.0091 -0.741 1.302 0.567
O 0.1236 -0.4230 1.7724 -1.151 -0.947 0.878
C -0.0306 -1.0556 0.4944 -0.706 -0.230 -0.137
H -1.8729 0.8697 0.0729 0.103 0.067 -0.143
H -2.0572 -0.1773 -1.3385 0.179 0.176 0.084
H -1.3719 1.4419 -1.5384 -0.013 0.011 0.033
H 0.4040 -0.4261 -1.5422 -0.232 -0.234 0.268
H 0.6007 1.5465 0.7193 0.938 -1.021 0.382
H 1.9545 1.1201 -0.3503 0.064 -0.082 -0.708
H 1.8657 -1.5599 1.4721 0.581 1.702 -0.655
H -0.6304 -1.9428 0.6150 0.211 -0.444 -0.496
```
Forces are in eV/Å.

**Spin multiplicity**: 1
**Total charge**: 0
**Molar mass**: 84.12 g/mol
**Energy**: -7358.8227 eV
**ΔE to the lowest compared entry with this formula, charge and spin**: 79.2 kcal per mole
**SMILES string**: C[C@H]1C[C@H]2O[C@@H]12

Listed below, in e, are the natural (NBO) charges computed for each atom: number 1, C, carries -0.618; number 2, C, carries -0.241; number 3, C, carries -0.365; number 4, C, carries 0.020; number 5, O, carries -0.509; number 6, C, carries 0.019; number 7, H, carries 0.214; number 8, H, carries 0.212; number 9, H, carries 0.210; number 10, H, carries 0.206; number 11, H, carries 0.224; number 12, H, carries 0.202; number 13, H, carries 0.226; number 14, H, carries 0.199



Entry 6:
Entry from the Open Molecules 2025 dataset: an isolated molecule of C7H14N2O2 (wB97M-V/def2-TZVPD).

```
25
Properties=species:S:1:pos:R:3:forces:R:3
C 2.8380 1.5322 2.7335 -0.940 -1.069 -1.753
C 2.0905 1.0528 1.6748 1.568 0.374 2.923
C 1.5503 -0.3717 1.6435 0.182 0.559 -0.342
C 0.0554 -0.4861 1.2464 0.244 -0.318 0.029
N -0.1103 -0.7685 -0.1991 0.420 -0.546 1.815
C -0.1179 0.3714 -1.1602 -0.248 -2.675 -1.622
C -1.1817 0.0522 -2.2283 -0.168 0.609 -0.373
C -2.5832 0.0951 -1.5777 0.404 -1.345 -1.150
O -3.6333 0.0177 -2.5424 -0.006 1.088 0.238
N 0.0320 -2.0329 -0.6699 0.768 -0.137 -0.003
O 0.3971 -2.9535 0.0891 -1.117 2.717 -0.570
H 3.2621 2.5395 2.7499 -0.229 -0.323 -0.170
H 3.1383 0.8769 3.5693 -0.471 0.360 -0.420
H 1.9608 1.7077 0.8257 -0.309 0.014 -0.184
H 1.7282 -0.8828 2.5988 0.016 0.274 -0.216
H 2.1415 -0.8880 0.8788 -0.171 -0.268 0.163
H -0.5030 0.4191 1.5232 0.219 -0.059 -0.446
H -0.4346 -1.2823 1.8248 0.314 -0.053 -0.420
H -0.3465 1.3062 -0.7018 -0.220 0.377 0.860
H 0.8512 0.4690 -1.6611 0.056 -0.073 0.298
H -1.0225 -0.9326 -2.7346 0.048 0.773 0.627
H -1.0751 0.8258 -3.0120 -0.344 -0.246 0.263
H -2.7078 0.9890 -0.9762 -0.226 0.142 -0.042
H -2.6666 -0.8037 -0.9650 0.068 0.244 0.536
H -3.6630 -0.8525 -2.9296 0.142 -0.420 -0.042
```
Forces are in eV/Å.

**Spin multiplicity**: 1
**Total charge**: 0
**Molar mass**: 158.20 g/mol
**Energy**: -14557.6213 eV
**ΔE to the lowest compared entry with this formula, charge and spin**: 72.8 kcal per mole
**SMILES string**: C=CCCN(CCCO)N=O

Listed below, in e, are the natural (NBO) charges computed for each atom: number 1, C, carries -0.396; number 2, C, carries -0.182; number 3, C, carries -0.459; number 4, C, carries -0.249; number 5, N, carries -0.243; number 6, C, carries -0.221; number 7, C, carries -0.432; number 8, C, carries -0.062; number 9, O, carries -0.722; number 10, N, carries 0.219; number 11, O, carries -0.407; number 12, H, carries 0.201; number 13, H, carries 0.193; number 14, H, carries 0.194; number 15, H, carries 0.224; number 16, H, carries 0.229; number 17, H, carries 0.210; number 18, H, carries 0.233; number 19, H, carries 0.213; number 20, H, carries 0.208; number 21, H, carries 0.226; number 22, H, carries 0.212; number 23, H, carries 0.174; number 24, H, carries 0.168; number 25, H, carries 0.467



Question: Which value of total charge does entry 2 give?
Answer: 0